{"formula": "C27H28N4O2PtSi", "method": "wB97M-V/def2-TZVPD", "symbols": ["Pt", "O", "C", "N", "C", "C", "C", "C", "C", "C", "N", "C", "C", "C", "C", "C", "N", "H", "H", "H", "H", "H", "H", "H", "H", "H", "H", "C", "Si", "C", "C", "N", "C", "C", "C", "C", "C", "C", "O", "C", "C", "C", "C", "C", "C", "H", "H", "H", "H", "H", "H", "H", "H", "H", "H", "H", "H", "H", "H", "H", "H", "H", "H"], "coordinates": [[-0.14087, -0.01218, 0.29353], [0.77370, -2.53063, 3.32396], [0.33769, -1.68250, 2.55299], [0.94423, -1.11985, 1.51423], [2.21497, -1.57244, 1.00866], [2.48080, -0.91743, -0.32755], [3.65569, -1.14333, -1.02886], [3.85689, -0.52146, -2.24530], [2.87533, 0.31902, -2.74910], [1.72236, 0.49900, -2.01714], [1.53511, -0.10025, -0.83564], [-1.07834, -1.14220, 2.70264], [-1.88272, -1.52067, 3.75684], [-3.18200, -1.04075, 3.81476], [-3.64112, -0.20747, 2.80933], [-2.78632, 0.12920, 1.77531], [-1.53280, -0.31957, 1.73563], [2.22547, -2.66113, 0.87830], [3.03701, -1.33150, 1.69151], [4.39897, -1.80926, -0.61105], [4.77078, -0.69275, -2.79957], [2.99114, 0.82273, -3.69832], [0.90329, 1.12129, -2.35113], [-1.46523, -2.19020, 4.49587], [-3.83342, -1.32232, 4.63212], [-4.65076, 0.17818, 2.81176], [-3.08247, 0.75971, 0.94688], [-0.52443, 3.18108, 0.84849], [-1.38226, 2.76115, -0.76656], [-3.13978, 3.42256, -0.57546], [-0.50096, 3.76496, -2.09941], [-1.31025, 1.04944, -1.06102], [-1.84630, 0.45361, -2.18796], [-2.53004, 1.19138, -3.18083], [-3.04359, 0.62232, -4.33271], [-2.91826, -0.73819, -4.56714], [-2.27508, -1.50769, -3.61156], [-1.75511, -0.93331, -2.46534], [-1.18973, -1.74703, -1.49326], [-0.22689, -2.66111, -1.79677], [-0.05509, -3.68913, -0.87887], [0.99073, -4.58490, -1.04164], [1.86076, -4.46652, -2.11701], [1.67425, -3.43949, -3.03329], [0.63737, -2.53154, -2.88001], [-0.58227, 4.26435, 1.00410], [0.52798, 2.89352, 0.84535], [-0.99383, 2.69533, 1.70671], [-3.09990, 4.50563, -0.42220], [-3.62266, 2.99247, 0.30736], [-3.79092, 3.23299, -1.42952], [-0.59088, 4.83328, -1.88112], [-0.88779, 3.59784, -3.10568], [0.56716, 3.52669, -2.10956], [-2.65309, 2.25616, -3.04720], [-3.54806, 1.25740, -5.05154], [-3.32014, -1.19593, -5.46109], [-2.17397, -2.57893, -3.74154], [-0.73494, -3.75817, -0.03875], [1.12434, -5.38162, -0.32020], [2.67286, -5.17093, -2.24306], [2.34620, -3.33876, -3.87717], [0.48726, -1.73180, -3.59282]], "forces_ev_per_a": [[0.091, -0.031, -0.031], [0.017, -0.069, 0.025], [0.004, 0.071, 0.054], [-0.015, 0.055, -0.069], [0.064, 0.011, 0.024], [0.001, -0.024, 0.020], [0.004, -0.006, 0.037], [0.046, -0.003, -0.020], [-0.008, 0.017, -0.047], [0.005, 0.014, 0.008], [-0.044, 0.014, 0.033], [-0.011, -0.058, 0.045], [0.021, -0.006, -0.002], [-0.006, -0.040, 0.070], [-0.041, 0.041, -0.038], [0.000, 0.051, -0.016], [-0.013, 0.005, -0.088], [0.003, 0.006, -0.006], [0.011, 0.001, 0.014], [-0.011, 0.001, 0.000], [-0.009, 0.005, 0.006], [0.000, -0.006, 0.008], [-0.011, 0.006, -0.020], [-0.001, 0.001, -0.003], [0.009, 0.007, -0.009], [0.005, -0.006, 0.001], [-0.002, -0.020, 0.012], [-0.023, 0.011, -0.029], [-0.006, 0.024, 0.021], [0.001, 0.009, -0.023], [0.000, 0.004, 0.014], [-0.044, 0.153, 0.083], [0.068, -0.049, -0.048], [0.032, -0.004, -0.019], [-0.003, 0.026, 0.020], [-0.001, -0.038, -0.020], [-0.050, -0.012, 0.039], [0.131, 0.195, 0.008], [-0.430, -0.349, -0.093], [0.201, 0.165, -0.012], [0.067, -0.040, 0.046], [-0.047, -0.019, 0.034], [0.045, 0.006, -0.035], [-0.003, -0.038, 0.018], [-0.108, -0.033, -0.054], [-0.005, -0.045, -0.009], [0.006, 0.005, -0.005], [-0.005, -0.001, -0.004], [-0.007, -0.030, -0.001], [0.026, 0.006, -0.019], [0.015, -0.011, 0.007], [0.006, -0.026, -0.004], [0.013, -0.002, 0.013], [-0.020, 0.010, 0.012], [0.002, 0.014, 0.022], [0.009, -0.020, 0.014], [0.006, 0.014, 0.012], [0.010, 0.008, 0.013], [0.017, 0.004, -0.008], [-0.005, 0.010, -0.005], [-0.012, 0.009, 0.000], [-0.008, 0.006, 0.004], [0.017, 0.003, -0.001]], "mol_weight_g_mol": 663.71, "total_energy_ha": -1824.10590}

=====

{"formula": "C27H28N4O5S", "method": "wB97M-V/def2-TZVPD", "symbols": ["C", "C", "O", "C", "C", "C", "C", "C", "C", "N", "C", "C", "O", "N", "C", "C", "C", "N", "C", "N", "C", "C", "C", "C", "C", "C", "C", "O", "S", "O", "O", "C", "C", "C", "C", "C", "C", "H", "H", "H", "H", "H", "H", "H", "H", "H", "H", "H", "H", "H", "H", "H", "H", "H", "H", "H", "H", "H", "H", "H", "H", "H", "H", "H", "H"], "coordinates": [[-1.54780, -1.63342, -2.54328], [-0.58995, -0.45253, -2.51524], [-1.18799, 0.58616, -1.74329], [-0.43217, 1.67024, -1.42419], [0.75137, 2.01068, -2.06607], [1.45510, 3.14466, -1.69960], [0.97795, 3.95915, -0.69186], [-0.19749, 3.62899, -0.04175], [-0.91116, 2.48675, -0.38513], [-2.08657, 2.17279, 0.32536], [-2.01734, 2.21155, 1.77411], [-0.85389, 1.39039, 2.33058], [-0.18294, 1.77847, 3.26717], [-0.64946, 0.22328, 1.68547], [0.43127, -0.61326, 1.98719], [0.79029, -1.09043, 3.21469], [0.12096, -0.87830, 4.52025], [1.91164, -1.87189, 3.09422], [2.92255, -1.92172, 4.12964], [2.32226, -1.79448, 1.76659], [3.27347, -2.67556, 1.24070], [4.03969, -2.27758, 0.14881], [4.97002, -3.14794, -0.38732], [5.15745, -4.40487, 0.16388], [4.39160, -4.80060, 1.24765], [3.44522, -3.94729, 1.78347], [1.41036, -1.05437, 1.01801], [1.48352, -0.88117, -0.18711], [-3.32547, 1.16135, -0.20543], [-3.01292, -0.22658, 0.02702], [-4.49234, 1.62927, 0.49090], [-3.59079, 1.54653, -1.93069], [-4.17612, 0.58219, -2.72719], [-4.46935, 0.88212, -4.04720], [-4.18279, 2.14224, -4.54840], [-3.62030, 3.10853, -3.72995], [-3.33099, 2.81587, -2.40631], [-1.01537, -2.52780, -2.85425], [-2.36826, -1.44935, -3.23165], [-1.95491, -1.78192, -1.54702], [-0.39750, -0.09260, -3.53523], [0.35339, -0.74004, -2.03940], [1.14210, 1.37510, -2.84292], [2.37854, 3.38335, -2.20466], [1.51835, 4.84637, -0.40034], [-0.56048, 4.25916, 0.75381], [-1.92412, 3.23763, 2.14065], [-2.96322, 1.80770, 2.14359], [-1.24032, -0.03135, 0.89771], [0.46258, -1.59274, 5.26302], [-0.95587, -0.97206, 4.39396], [0.31425, 0.13755, 4.86679], [2.61419, -2.61520, 4.91255], [3.85532, -2.27772, 3.69778], [3.08902, -0.93529, 4.56939], [3.88403, -1.30044, -0.27682], [5.55899, -2.83817, -1.23749], [5.89232, -5.07667, -0.25310], [4.52288, -5.78413, 1.67404], [2.82745, -4.26891, 2.60844], [-4.38731, -0.38497, -2.30020], [-4.92242, 0.13601, -4.68273], [-4.40640, 2.37476, -5.57897], [-3.41001, 4.09307, -4.11958], [-2.90412, 3.55944, -1.75307]], "forces_ev_per_a": [[0.130, 0.389, 0.065], [0.275, -0.428, -0.244], [0.590, 0.313, 0.170], [0.097, 0.049, 0.006], [-0.080, -0.114, -0.046], [-0.036, 0.015, 0.008], [0.081, 0.036, 0.032], [-0.149, -0.141, -0.012], [0.503, -0.095, -0.739], [-0.748, -0.503, -0.540], [-0.093, 0.098, 0.481], [-0.110, 0.337, -0.133], [-0.062, 0.156, 0.117], [0.158, -0.543, -0.191], [0.266, -0.094, 0.448], [-0.220, -0.084, -0.603], [0.192, 0.123, 0.066], [-0.405, -0.304, -0.124], [0.245, 0.182, 0.240], [0.009, 0.430, 0.110], [0.212, -0.421, -0.119], [-0.082, 0.102, 0.056], [0.012, -0.045, 0.032], [0.045, -0.088, -0.033], [0.076, -0.034, -0.017], [-0.113, 0.124, -0.015], [-0.033, 0.190, 0.322], [-0.097, -0.006, -0.276], [-0.636, 0.344, 0.221], [-0.024, -0.017, -0.270], [-0.119, 0.159, 0.033], [0.135, 0.126, 0.433], [-0.009, -0.170, 0.132], [-0.015, -0.002, 0.111], [0.020, 0.033, -0.041], [-0.008, -0.016, 0.037], [0.014, 0.155, 0.020], [0.039, -0.083, -0.062], [-0.088, -0.061, -0.047], [-0.016, -0.130, 0.050], [-0.008, 0.018, 0.129], [-0.140, 0.122, -0.112], [0.001, -0.097, -0.072], [0.077, 0.020, -0.049], [0.043, 0.073, 0.036], [-0.070, 0.076, 0.104], [0.004, -0.205, -0.021], [0.118, 0.130, 0.216], [0.051, 0.035, 0.143], [-0.042, -0.091, 0.060], [-0.053, -0.017, -0.001], [-0.007, -0.029, 0.037], [0.049, 0.020, -0.038], [-0.071, 0.003, 0.066], [0.064, -0.006, -0.020], [-0.007, 0.083, -0.013], [0.044, 0.040, -0.069], [0.062, -0.057, -0.037], [0.008, -0.074, 0.034], [-0.061, -0.002, 0.072], [-0.032, -0.184, -0.052], [-0.036, -0.070, -0.020], [-0.016, 0.017, -0.079], [0.022, 0.078, -0.012], [0.045, 0.137, 0.020]], "mol_weight_g_mol": 520.61, "total_energy_ha": -2039.06720, "smiles": "CCOc1ccccc1N(CC(=O)Nc1c(C)n(C)n(-c2ccccc2)c1=O)S(=O)(=O)c1ccccc1"}

=====

{"formula": "C27H28N9O2STi", "method": "wB97M-V/def2-TZVPD", "symbols": ["Ti", "C", "N", "C", "C", "C", "C", "C", "C", "N", "C", "C", "C", "C", "C", "C", "N", "C", "C", "C", "C", "C", "N", "H", "H", "H", "H", "H", "H", "H", "H", "H", "H", "H", "H", "H", "H", "H", "H", "H", "H", "N", "C", "O", "C", "C", "N", "C", "N", "H", "H", "S", "C", "C", "N", "C", "H", "H", "H", "C", "C", "N", "O", "H", "H", "H", "H", "H"], "coordinates": [[-0.20413, -0.04945, 0.05525], [-2.41597, -0.28432, 2.22659], [-1.84054, -1.14114, 1.16205], [-1.14589, -2.31495, 1.73410], [0.18958, -1.94284, 2.33526], [0.69333, -2.59829, 3.44646], [1.94658, -2.24704, 3.92443], [2.65294, -1.24130, 3.28297], [2.08356, -0.63526, 2.17926], [0.88032, -0.97852, 1.70709], [-2.84591, -1.54721, 0.16387], [-3.10119, -0.48055, -0.87035], [-4.35576, -0.30102, -1.42139], [-4.50346, 0.59129, -2.47475], [-3.39045, 1.26548, -2.93976], [-2.17531, 1.04731, -2.31470], [-2.02469, 0.20040, -1.29490], [-1.97640, 1.16298, 2.22407], [-2.71474, 2.10623, 2.91795], [-2.20761, 3.38925, 3.05039], [-0.97729, 3.68555, 2.49085], [-0.32687, 2.69824, 1.77646], [-0.81454, 1.46310, 1.63284], [-3.50703, -0.33506, 2.19844], [-2.11617, -0.69826, 3.19380], [-1.76151, -2.81317, 2.49057], [-0.96850, -3.02508, 0.92524], [0.10810, -3.36753, 3.93247], [2.36077, -2.74501, 4.79075], [3.62724, -0.92798, 3.62956], [2.59630, 0.15119, 1.63922], [-2.44765, -2.41522, -0.36471], [-3.78405, -1.85141, 0.63948], [-5.20153, -0.85528, -1.03706], [-5.47465, 0.75417, -2.92226], [-3.45577, 1.97169, -3.75447], [-1.28909, 1.58070, -2.62843], [-3.66843, 1.83785, 3.35320], [-2.76678, 4.14557, 3.58442], [-0.54148, 4.67056, 2.57209], [0.61195, 2.90081, 1.27643], [2.77925, 2.41066, -1.73280], [1.47386, 2.42998, -1.35796], [0.97598, 1.32379, -0.96293], [0.74143, 3.62436, -1.43918], [-0.62047, 3.64566, -1.06215], [-1.73551, 3.65207, -0.76186], [1.38881, 4.81106, -1.86625], [1.94293, 5.77244, -2.17939], [3.31626, 1.60795, -1.45340], [3.25995, 3.27420, -1.92704], [5.19239, -2.85664, -0.21399], [5.59899, -1.66476, -1.36742], [4.48558, -0.97096, -1.71842], [3.32614, -1.34960, -1.08780], [3.56244, -2.33469, -0.27432], [6.60585, -1.54223, -1.72954], [4.46179, -0.17712, -2.45164], [2.79749, -2.80858, 0.32497], [0.64172, -3.26298, -3.00762], [0.53685, -1.94305, -2.30555], [0.92124, -0.85371, -2.97213], [0.13552, -1.88424, -1.13100], [0.53993, -3.16372, -4.08681], [-0.11313, -3.94404, -2.62454], [1.62642, -3.68224, -2.79082], [1.32967, -0.93947, -3.88656], [1.08132, -0.00058, -2.44661]], "forces_ev_per_a": [[0.059, 0.353, -0.252], [-0.015, -0.001, 0.020], [0.041, 0.002, 0.039], [-0.018, -0.007, 0.064], [-0.006, -0.018, 0.042], [-0.004, 0.033, 0.006], [0.015, 0.006, 0.008], [-0.010, -0.012, 0.012], [-0.029, 0.037, -0.002], [0.107, -0.220, 0.145], [-0.018, -0.013, 0.009], [-0.039, -0.021, -0.024], [0.015, 0.013, -0.003], [-0.004, 0.005, -0.002], [-0.019, 0.003, -0.001], [0.046, 0.045, 0.040], [0.025, -0.013, 0.160], [0.027, 0.028, 0.049], [0.020, 0.000, 0.004], [0.014, 0.006, 0.000], [0.001, -0.017, 0.041], [0.004, -0.011, 0.039], [-0.135, -0.156, -0.199], [0.001, 0.006, -0.022], [-0.008, -0.003, -0.001], [-0.022, -0.025, -0.035], [0.022, 0.027, -0.026], [-0.005, 0.000, -0.005], [-0.002, 0.004, 0.002], [0.002, 0.002, -0.006], [0.015, -0.008, -0.005], [0.011, 0.003, 0.000], [0.002, -0.004, 0.004], [0.002, -0.004, 0.003], [-0.001, -0.001, 0.001], [0.005, -0.003, -0.002], [0.011, -0.009, 0.003], [0.003, -0.008, 0.005], [-0.001, 0.000, -0.001], [0.003, 0.000, -0.009], [-0.011, -0.001, 0.008], [-0.016, -0.006, -0.019], [0.110, 0.090, 0.041], [-0.208, -0.187, -0.014], [0.080, -0.148, 0.003], [-0.075, 0.102, -0.189], [0.032, -0.051, 0.014], [-0.155, 0.167, 0.139], [0.087, -0.089, -0.079], [0.011, 0.004, 0.022], [0.005, -0.003, -0.004], [-0.027, 0.026, 0.003], [-0.004, -0.019, -0.015], [0.027, -0.030, 0.039], [0.030, 0.037, 0.008], [0.028, -0.042, -0.004], [0.000, -0.003, 0.000], [0.006, 0.005, -0.008], [-0.004, 0.004, 0.007], [-0.044, 0.007, -0.015], [0.197, -0.001, -0.109], [-0.067, -0.097, -0.079], [-0.054, 0.183, 0.108], [0.002, -0.006, 0.003], [-0.006, -0.008, -0.006], [0.001, 0.005, 0.007], [-0.024, -0.022, 0.000], [-0.037, 0.068, 0.037]], "multiplicity": 3, "mol_weight_g_mol": 590.52, "total_energy_ha": -2936.59330, "charge": 1}

=====

Question: Which formula does entry 3 have?
Answer: C27H28N9O2STi